No. 1
{"formula": "C37H45As3Cl2CsN6O2S2", "method": "wB97M-V/def2-TZVPD", "species": ["Cs", "Cl", "C", "C", "C", "N", "C", "O", "C", "C", "C", "C", "C", "N", "C", "C", "C", "Cl", "N", "C", "O", "C", "C", "C", "C", "C", "N", "H", "H", "H", "H", "H", "H", "H", "H", "H", "H", "C", "As", "C", "C", "C", "C", "C", "As", "C", "C", "C", "As", "C", "C", "H", "H", "H", "H", "H", "H", "H", "H", "H", "H", "H", "H", "H", "H", "H", "H", "H", "H", "H", "H", "H", "H", "H", "H", "H", "H", "H", "C", "C", "N", "C", "C", "S", "C", "C", "S", "C", "N", "C", "H", "H", "H", "H", "H", "H", "H", "H"], "coordinates": [[-0.90231, 0.30058, 1.99710], [4.73000, 2.77099, 6.42316], [3.38520, 2.85811, 5.29003], [3.38396, 1.92321, 4.30057], [2.38818, 1.91412, 3.27270], [2.08948, 0.83090, 2.37360], [3.13665, 0.09953, 1.99607], [4.30653, 0.29302, 2.14921], [2.84312, -1.29563, 1.35157], [3.98317, -2.09721, 1.32402], [3.83379, -3.39098, 0.78142], [2.58615, -3.74915, 0.20826], [1.62091, -2.77807, 0.17835], [1.66322, -1.60998, 0.77725], [1.34822, 2.89206, 3.47371], [1.33588, 3.76467, 4.57489], [2.37060, 3.75970, 5.46744], [2.46602, 5.07987, 6.68256], [0.21484, 2.96770, 2.63218], [0.22773, 4.05281, 1.88130], [1.04208, 4.94955, 1.68100], [-1.08019, 4.11665, 1.05341], [-1.12038, 5.08783, 0.02554], [-2.25908, 5.13714, -0.76025], [-3.32696, 4.31245, -0.50703], [-3.16885, 3.36667, 0.50593], [-2.11568, 3.28400, 1.30929], [4.16813, 1.21137, 4.28726], [4.90926, -1.71083, 1.69344], [4.68602, -4.03302, 0.86128], [2.44808, -4.67740, -0.33214], [0.70093, -3.12892, -0.31689], [0.47094, 4.36844, 4.71463], [-0.29322, 5.75273, -0.09212], [-2.28386, 5.92410, -1.53084], [-4.17811, 4.21227, -1.23133], [-3.83231, 2.55172, 0.73205], [2.39573, 2.68659, -4.30648], [0.80554, 2.18301, -3.27002], [1.59653, 2.21572, -1.43931], [0.99731, 0.25973, -3.58008], [0.08591, -0.46892, -4.54043], [0.33336, -0.00660, -5.96217], [-1.45203, -0.23643, -4.32434], [-2.26243, -0.73665, -2.57615], [-4.07657, 0.12224, -2.92699], [-2.80025, -2.73137, -2.95881], [0.32247, -1.96826, -4.52745], [2.19532, -2.57938, -4.69501], [2.64259, -2.37287, -2.82003], [1.69763, -4.47941, -4.56751], [2.13911, 2.16018, -5.17921], [3.32616, 2.30409, -3.95099], [2.57118, 3.76842, -4.63153], [2.20213, 1.30207, -1.38530], [0.93686, 2.31853, -0.56626], [2.29080, 3.11378, -1.41154], [1.02023, -0.29535, -2.59840], [1.97498, 0.04273, -3.96670], [0.10148, 1.01588, -6.10861], [-0.28512, -0.55013, -6.62901], [1.28543, -0.10723, -6.25064], [-1.93675, -0.66435, -5.17594], [-1.71864, 0.85073, -4.39962], [-4.31947, 0.00093, -3.94822], [-4.04162, 1.17021, -2.58298], [-4.87039, -0.28503, -2.33630], [-3.05848, -2.82223, -3.98702], [-3.55142, -3.01693, -2.24747], [-1.85203, -3.19851, -2.72109], [-0.31325, -2.41977, -5.29726], [0.06558, -2.29191, -3.49910], [2.95205, -1.38116, -2.45190], [3.53131, -3.03223, -2.65883], [1.89514, -2.80107, -2.15982], [0.99242, -4.69065, -5.34883], [1.30888, -4.82371, -3.56900], [2.55740, -5.23560, -4.77913], [1.05992, -0.47304, 5.31559], [-0.27214, -1.12725, 5.59481], [-1.21291, -1.29815, 4.71878], [-2.33196, -1.80256, 5.28920], [-2.38786, -2.06337, 6.58541], [-0.85001, -1.49674, 7.17121], [-3.47151, -2.15133, 4.32592], [-4.29176, -3.23042, 4.34248], [-5.07189, -3.35501, 2.85756], [-4.40561, -1.91059, 2.34137], [-3.58976, -1.34386, 3.20215], [-4.75582, -1.17889, 1.06951], [1.88736, -1.00424, 5.60962], [1.06869, 0.48709, 5.81613], [1.09256, -0.26018, 4.24746], [-3.17353, -2.47432, 7.24402], [-4.35201, -3.93557, 5.17838], [-5.84417, -1.17549, 0.75493], [-4.22073, -1.59321, 0.20790], [-4.34007, -0.24294, 1.23435]], "lowdin_charge": [0.787, 0.597, -0.694, -0.079, -0.176, 0.009, -0.564, 0.008, -0.166, -0.006, -0.042, -0.101, -0.241, 0.098, -0.238, -0.065, -0.653, 0.559, -0.033, -0.573, -0.007, -0.175, -0.009, -0.102, -0.097, -0.179, 0.055, 0.084, 0.103, 0.087, 0.096, 0.106, 0.109, 0.101, 0.107, 0.107, 0.083, -0.346, 1.127, -0.302, -0.422, -0.710, -0.090, -0.397, 1.148, -0.314, -0.278, -0.385, 1.117, -0.368, -0.371, -0.041, 0.014, 0.050, 0.011, 0.008, 0.049, 0.074, 0.036, 0.073, 0.077, 0.027, 0.058, 0.062, -0.005, 0.014, -0.010, -0.002, -0.011, -0.023, 0.085, 0.053, 0.035, 0.038, -0.012, -0.012, 0.033, 0.045, -0.037, -0.599, 0.014, -0.390, -0.329, 1.045, -0.306, -0.378, 1.067, -0.671, 0.054, -0.065, 0.058, 0.092, 0.035, 0.093, 0.087, 0.104, 0.062, 0.032], "gap_ev": 5.48, "spin_multiplicity": 1, "total_charge": -1}

No. 2
{"formula": "C37H45As3Cl2CsN6O2S2", "method": "wB97M-V/def2-TZVPD", "species": ["Cs", "Cl", "C", "C", "C", "N", "C", "O", "C", "C", "C", "C", "C", "N", "C", "C", "C", "Cl", "N", "C", "O", "C", "C", "C", "C", "C", "N", "H", "H", "H", "H", "H", "H", "H", "H", "H", "H", "C", "As", "C", "C", "C", "C", "C", "As", "C", "C", "C", "As", "C", "C", "H", "H", "H", "H", "H", "H", "H", "H", "H", "H", "H", "H", "H", "H", "H", "H", "H", "H", "H", "H", "H", "H", "H", "H", "H", "H", "H", "C", "C", "N", "C", "C", "S", "C", "C", "S", "C", "N", "C", "H", "H", "H", "H", "H", "H", "H", "H"], "coordinates": [[1.39017, -1.34806, 0.27416], [4.51521, -4.64385, -6.17359], [4.08537, -3.43919, -5.03186], [2.85497, -3.40895, -4.38255], [2.58295, -2.52021, -3.32832], [1.36065, -2.63984, -2.65058], [0.34778, -1.77265, -2.72100], [-0.76110, -1.98449, -2.13233], [0.43508, -0.43375, -3.47528], [1.04496, -0.25304, -4.73972], [1.21331, 1.00508, -5.20491], [0.67391, 2.07704, -4.46187], [0.00649, 1.82509, -3.31511], [-0.05147, 0.59500, -2.80531], [3.54007, -1.53617, -2.99109], [4.74615, -1.58966, -3.69753], [5.03891, -2.51920, -4.64664], [6.71554, -2.49917, -5.09835], [3.26385, -0.57487, -2.05695], [3.58457, 0.69563, -2.23098], [4.01097, 1.31233, -3.22960], [3.42154, 1.57955, -0.96326], [2.97750, 2.90515, -1.09232], [2.91355, 3.77550, 0.01081], [3.11722, 3.22804, 1.26125], [3.53594, 1.88097, 1.33619], [3.68957, 1.02295, 0.23331], [2.07924, -4.04031, -4.82316], [1.30863, -1.11114, -5.27943], [1.72734, 1.22734, -6.09421], [0.85341, 3.05279, -4.87101], [-0.46982, 2.55239, -2.67083], [5.54082, -0.88976, -3.48515], [2.77531, 3.35159, -2.06698], [2.55848, 4.77687, -0.16025], [2.97680, 3.80350, 2.15777], [3.74314, 1.38509, 2.23342], [-0.50415, 2.93145, 3.97471], [-0.50706, 1.37418, 2.83552], [-0.37452, 2.15327, 0.98442], [-2.38971, 0.70506, 2.93128], [-3.71674, 1.23252, 2.34098], [-4.83645, 0.34136, 2.87430], [-3.65101, 1.11384, 0.73591], [-2.69866, -0.42165, 0.02220], [-3.18412, 0.00696, -1.85258], [-4.10013, -1.87162, 0.29312], [-3.81824, 2.72561, 2.73970], [-5.56965, 3.40956, 2.14213], [-4.98332, 4.37398, 0.55400], [-5.72611, 5.06005, 3.24538], [-0.86789, 3.84912, 3.51620], [0.51362, 3.01723, 4.30989], [-1.13927, 2.64275, 4.86215], [-0.92529, 3.09777, 0.94893], [-0.70870, 1.45267, 0.21625], [0.67005, 2.37755, 0.73923], [-2.48060, 0.58045, 3.99973], [-2.25559, -0.36480, 2.75399], [-4.58544, -0.75092, 2.85413], [-5.74491, 0.55257, 2.31632], [-5.05653, 0.58865, 3.89501], [-3.07565, 1.99972, 0.41591], [-4.72936, 1.23529, 0.46346], [-4.18998, -0.36842, -2.03934], [-2.41954, -0.45932, -2.48871], [-3.17522, 1.13104, -1.87146], [-5.11270, -1.49173, 0.01104], [-4.16127, -2.30325, 1.30693], [-3.80030, -2.65950, -0.44090], [-2.95280, 3.25023, 2.30318], [-3.68545, 2.85849, 3.78153], [-4.03124, 3.91138, 0.19471], [-4.77474, 5.50501, 0.69590], [-5.81146, 4.36379, -0.11601], [-6.00629, 5.03801, 4.30843], [-6.39119, 5.70286, 2.67788], [-4.75644, 5.61455, 3.24440], [-1.27465, -2.92347, 2.79511], [-0.23830, -3.96013, 2.60184], [0.86737, -3.72789, 2.04694], [1.73087, -4.81542, 2.05120], [1.20402, -5.91496, 2.62488], [-0.38391, -5.67122, 3.19646], [3.01716, -4.68058, 1.37271], [3.72953, -5.65546, 0.84731], [5.07788, -4.99141, 0.06091], [4.63448, -3.45084, 0.53136], [3.53475, -3.44640, 1.23875], [5.39976, -2.16891, 0.21905], [-2.24161, -3.27439, 3.23041], [-1.54092, -2.47358, 1.83230], [-0.88049, -2.11066, 3.43988], [1.58683, -6.96126, 2.61604], [3.46291, -6.69023, 0.64605], [4.88651, -1.66616, -0.63101], [6.46488, -2.33792, -0.09105], [5.32994, -1.43243, 1.06434]], "lowdin_charge": [0.872, 0.633, -0.727, -0.059, -0.262, 0.067, -0.591, -0.172, -0.178, -0.001, -0.051, -0.075, -0.160, 0.117, -0.261, -0.087, -0.714, 0.629, 0.025, -0.511, -0.018, -0.202, -0.014, -0.087, -0.106, -0.113, 0.079, 0.111, 0.099, 0.095, 0.092, 0.099, 0.100, 0.111, 0.099, 0.089, 0.075, -0.366, 1.135, -0.314, -0.426, -0.660, -0.100, -0.395, 1.152, -0.293, -0.307, -0.367, 1.138, -0.349, -0.365, 0.016, -0.010, 0.036, 0.016, -0.038, -0.014, 0.053, -0.006, 0.083, 0.045, 0.070, 0.035, 0.073, 0.014, -0.012, 0.029, 0.026, -0.007, 0.029, 0.062, 0.056, 0.018, 0.054, -0.013, 0.012, -0.003, 0.025, -0.092, -0.601, -0.007, -0.312, -0.393, 1.010, -0.395, -0.354, 1.094, -0.650, 0.019, -0.062, 0.090, 0.034, 0.084, 0.091, 0.086, 0.054, 0.085, 0.086], "gap_ev": 5.73, "spin_multiplicity": 1, "total_charge": -1}

For each record above, in turn, the calculated highest occupied orbital energy values are -3.98 -3.99 eV.
For each record above, in turn, the calculated relative energy (zero: lowest compared OMol25 entry of this formula, charge and spin) values are 65.9 44.2 kcal/mol.
For each record above, in turn, the calculated LUMO energy values are 1.50 1.75 eV.